No. 1
Entry from OMol25: a single C3H7NOS molecule at a distorted geometry (wB97M-V/def2-TZVPD).

multiplicity	1
SMILES	C[C@H](O)/C=N/S
E_HOMO	-0.336	hartree
E_LUMO	0.8	eV
Kohn-Sham gap	9.9	eV
largest force on an atom	2.04	eV Å⁻¹

Geometry (Å):
C  -0.435  2.430  -0.834
C  0.536  1.430  -0.340
O  1.279  0.962  -1.482
C  -0.168  0.320  0.362
N  0.153  -0.913  0.207
S  -0.645  -2.111  1.098
H  -0.927  2.794  0.051
H  -1.076  2.016  -1.583
H  0.123  3.233  -1.276
H  1.229  1.951  0.462
H  1.194  -0.013  -1.456
H  -1.003  0.614  1.038
H  -0.120  -3.209  0.469

Force components x, y, z for each atom (eV/Å):
0.3 0.6 0.5
1.9 -0.2 0.1
-0.2 -0.5 1.1
-0.5 -1.6 0.9
0.1 1.1 -0.4
0.0 -0.4 -0.2
-0.8 0.5 0.1
-0.6 -0.3 -0.2
0.2 0.6 -0.3
-1.0 -1.0 -1.5
0.3 0.5 0.0
0.5 0.0 -0.3
-0.1 0.8 0.2

=====

No. 2
Entry from OMol25: a molecular structure, C3H7NOS at a distorted geometry (wB97M-V/def2-TZVPD).

multiplicity	1
E_HOMO	-0.319	hartree
E_LUMO	0.6	eV
Kohn-Sham gap	9.2	eV
largest force on an atom	4.76	eV Å⁻¹

Geometry (Å):
C  0.829  1.278  0.048
C  -0.285  -0.900  -0.014
C  -1.616  -0.148  0.008
H  -0.127  1.904  -0.058
H  1.333  1.329  -0.923
H  1.552  1.650  0.824
H  1.708  -2.045  -0.400
H  -2.355  -0.791  -0.773
H  -1.923  -0.307  1.333
H  -1.860  1.150  -0.366
N  0.773  -0.152  0.194
O  -0.297  -2.150  0.097
S  2.269  -0.816  0.030

Force components x, y, z for each atom (eV/Å):
0.5 1.7 -0.9
-2.5 -1.6 1.7
-4.0 0.7 0.3
1.5 -1.5 0.8
0.1 1.0 0.0
-1.0 0.1 -0.6
0.8 1.2 0.5
1.8 1.7 2.7
0.4 0.6 -4.5
1.2 -4.4 1.4
-0.9 1.1 0.2
0.3 2.1 -1.1
1.7 -2.7 -0.4

=====

Q: Which value of E_LUMO does entry 2 give?
A: 0.6 eV

=====

Q: The lowest largest force on an atom belongs to which entry?
A: number 1

=====

Repeat the second record exactly.
Entry from OMol25: a molecular structure, C3H7NOS at a distorted geometry (wB97M-V/def2-TZVPD).

multiplicity	1
E_HOMO	-0.319	hartree
E_LUMO	0.6	eV
Kohn-Sham gap	9.2	eV
largest force on an atom	4.76	eV Å⁻¹

Geometry (Å):
C  0.829  1.278  0.048
C  -0.285  -0.900  -0.014
C  -1.616  -0.148  0.008
H  -0.127  1.904  -0.058
H  1.333  1.329  -0.923
H  1.552  1.650  0.824
H  1.708  -2.045  -0.400
H  -2.355  -0.791  -0.773
H  -1.923  -0.307  1.333
H  -1.860  1.150  -0.366
N  0.773  -0.152  0.194
O  -0.297  -2.150  0.097
S  2.269  -0.816  0.030

Force components x, y, z for each atom (eV/Å):
0.5 1.7 -0.9
-2.5 -1.6 1.7
-4.0 0.7 0.3
1.5 -1.5 0.8
0.1 1.0 0.0
-1.0 0.1 -0.6
0.8 1.2 0.5
1.8 1.7 2.7
0.4 0.6 -4.5
1.2 -4.4 1.4
-0.9 1.1 0.2
0.3 2.1 -1.1
1.7 -2.7 -0.4